#w
{"formula": "C3H6N2S2", "method": "wB97M-V/def2-TZVPD", "species": ["S", "N", "H", "H", "C", "C", "S", "H", "N", "H", "H", "H", "C"], "positions_angstrom": [[-2.214, -0.903, -0.478], [1.674, 0.517, -0.450], [0.091, 2.307, -1.831], [-1.380, 2.194, -0.078], [0.496, 0.913, -0.055], [-0.036, 2.196, -0.308], [2.163, -1.034, 0.098], [-1.104, -0.188, -1.120], [-1.750, -0.128, 0.974], [3.471, -1.088, -0.346], [0.567, 2.994, 0.369], [-0.330, 1.111, 1.912], [-0.455, 0.380, 0.947]], "orbital_gap_ev": 8.86, "multiplicity": 1, "homo_ev": -8.956}

---

#x
{"formula": "C3H6N2S2", "method": "wB97M-V/def2-TZVPD", "species": ["H", "S", "N", "N", "H", "H", "C", "S", "H", "H", "C", "C", "H"], "positions_angstrom": [[1.834, 1.933, -0.674], [-1.537, 0.898, -0.057], [-2.311, -0.529, -0.050], [0.647, -0.546, 0.102], [-0.875, -1.974, 0.152], [2.367, -1.988, 0.371], [-1.908, -1.717, 0.076], [2.344, -0.737, -0.093], [0.350, 2.708, 0.054], [1.554, 1.840, 1.091], [0.228, 0.651, -0.006], [1.053, 1.887, 0.095], [-2.719, -2.496, 0.056]], "orbital_gap_ev": 9.17, "multiplicity": 1, "homo_ev": -8.422, "smiles": "C=NS/C(C)=N/S"}

---

#y
{"formula": "C3H6N2S2", "method": "wB97M-V/def2-TZVPD", "species": ["H", "N", "C", "H", "N", "H", "C", "H", "H", "S", "H", "C", "S"], "positions_angstrom": [[-4.206, -0.582, 0.011], [0.237, 0.494, 0.004], [-0.607, -0.467, 0.615], [3.370, -1.003, -0.067], [-1.838, -0.639, 0.646], [-1.365, 2.360, -0.834], [1.588, 0.282, -0.375], [2.164, 1.323, -0.446], [-0.040, -1.140, 1.391], [-3.069, 0.008, -0.416], [1.947, -1.985, -0.392], [2.201, -0.921, -0.324], [-0.380, 2.269, 0.188]], "orbital_gap_ev": 8.49, "multiplicity": 1, "homo_ev": -8.448, "smiles": "C=CN(S)/C=N\\S"}

---

Most stable of them? #x.

---

#w
{"formula": "C4H7FO", "method": "wB97M-V/def2-TZVPD", "species": ["H", "H", "C", "F", "C", "H", "H", "C", "H", "H", "O", "H", "C"], "positions_angstrom": [[0.950, 0.724, -1.498], [2.965, -0.634, -1.471], [-0.148, -0.520, 0.224], [-1.287, -0.640, -0.505], [2.074, -0.955, -0.884], [2.130, -1.921, -0.379], [-1.228, 0.094, 1.896], [-0.446, 0.546, 1.275], [-1.525, 1.218, -0.087], [0.395, 0.868, 1.883], [-0.909, 1.689, 0.546], [0.136, -1.448, 0.825], [1.024, -0.180, -0.780]], "orbital_gap_ev": 11.30, "multiplicity": 1, "homo_ev": -10.224, "smiles": "C=C[C@H](F)CO"}

---

#x
{"formula": "C4H7FO", "method": "wB97M-V/def2-TZVPD", "species": ["H", "O", "C", "H", "H", "H", "C", "C", "C", "H", "H", "H", "F"], "positions_angstrom": [[2.889, -0.787, -0.465], [1.087, -0.536, -1.654], [-0.756, -0.221, 0.261], [-0.954, 1.729, 1.111], [1.062, 1.137, -0.435], [1.379, -2.112, -0.032], [0.835, 0.027, -0.452], [-1.421, 1.089, 0.417], [1.804, -1.115, -0.467], [-1.792, 1.688, -0.379], [-1.226, -0.934, -0.343], [-2.381, 0.822, 0.923], [-0.527, -0.787, 1.515]], "orbital_gap_ev": 10.81, "multiplicity": 1, "homo_ev": -9.669, "smiles": "C[C@H](F)[C@H]1CO1"}

---

Most stable of them? #w.

---

#w
{"formula": "C2Br2N2O2", "method": "wB97M-V/def2-TZVPD", "species": ["C", "N", "N", "Br", "Br", "O", "C", "O"], "positions_angstrom": [[-0.843, -0.132, 0.114], [2.264, -1.003, -1.732], [-0.054, 0.818, 0.834], [-1.157, -1.744, 0.972], [-1.973, 0.513, -1.184], [0.538, 0.399, 1.799], [1.280, -0.796, -1.206], [-0.056, 1.945, 0.403]], "orbital_gap_ev": [6.79, 6.79], "multiplicity": 1, "homo_ev": [-10.645, -10.644]}

---

#x
{"formula": "C2Br2N2O2", "method": "wB97M-V/def2-TZVPD", "species": ["C", "Br", "Br", "N", "N", "O", "C", "O"], "positions_angstrom": [[-0.518, 0.104, -0.374], [-1.761, -1.546, 0.095], [-1.447, 1.684, -0.080], [0.712, 0.076, 1.265], [0.810, -0.415, -2.591], [0.321, 0.836, 2.082], [0.224, -0.104, -1.640], [1.660, -0.635, 1.244]], "orbital_gap_ev": [8.95, 8.95], "multiplicity": 1, "homo_ev": [-10.562, -10.560]}

---

#y
{"formula": "C2Br2N2O2", "method": "wB97M-V/def2-TZVPD", "species": ["Br", "C", "N", "N", "Br", "O", "O", "C"], "positions_angstrom": [[1.810, -1.337, -0.230], [0.531, -0.010, -0.053], [-1.264, 0.081, -2.154], [-0.348, -0.134, 1.046], [1.222, 1.752, -0.113], [-0.951, 0.785, 1.368], [-0.506, -1.293, 1.470], [-0.495, 0.156, -1.333]], "orbital_gap_ev": 9.86, "multiplicity": 1, "homo_ev": -11.112}

---

Most stable of them? #y.

---

#w
{"formula": "C33H37N6O6PS3Ti", "method": "wB97M-V/def2-TZVPD", "species": ["C", "C", "H", "C", "C", "C", "C", "N", "C", "C", "P", "H", "O", "H", "H", "C", "C", "C", "H", "C", "H", "C", "C", "H", "H", "S", "H", "H", "C", "H", "H", "H", "H", "S", "C", "H", "O", "C", "C", "C", "H", "C", "N", "N", "C", "N", "C", "H", "C", "H", "N", "C", "H", "H", "C", "H", "C", "C", "S", "H", "H", "H", "H", "H", "O", "O", "H", "C", "H", "C", "H", "C", "O", "H", "H", "H", "H", "C", "H", "N", "O", "H", "C", "Ti", "C", "H", "H"], "positions_angstrom": [[-3.152, -3.594, -0.018], [-3.565, 0.140, 5.525], [-5.242, 0.948, 4.438], [0.004, 1.059, -2.907], [5.307, -0.704, -1.281], [2.248, 4.618, -3.021], [6.474, 1.492, -0.205], [-1.702, 2.216, 1.336], [1.507, 3.228, -1.193], [0.231, 3.810, -1.287], [-1.643, -1.786, -1.489], [0.343, 0.315, 3.712], [1.811, -0.865, 0.057], [-4.850, -1.888, -2.488], [-4.181, -0.329, -0.525], [5.112, 1.410, -0.452], [-1.891, -4.272, 0.481], [-2.018, 0.955, 3.363], [8.339, 0.431, -0.343], [0.641, 0.844, -4.128], [3.133, -1.602, 4.206], [2.335, -3.320, 3.197], [-3.571, -0.149, -2.596], [-1.717, -0.583, 6.362], [-4.845, -2.476, 0.713], [-1.180, -0.751, 0.215], [-3.252, 1.126, -0.863], [-1.642, 4.112, -0.172], [-0.002, 4.815, -2.234], [4.449, 2.225, -0.186], [-0.942, 1.531, -2.703], [-3.786, -4.351, -0.483], [-3.309, -2.099, 1.524], [2.739, 0.567, 2.188], [-1.414, 0.308, 4.453], [4.809, -1.576, -1.697], [1.784, 2.294, -0.286], [2.469, -1.116, 2.236], [1.812, 0.192, -3.799], [-1.242, 1.359, 2.187], [-4.931, 0.999, -1.421], [1.728, -3.806, 2.032], [1.929, -1.669, 1.113], [-0.761, 2.350, 0.332], [0.984, 5.213, -3.106], [0.724, 0.558, -1.908], [2.507, 3.652, -2.074], [-3.404, 0.665, -3.307], [7.272, 0.405, -0.524], [-4.161, -0.182, 6.370], [4.531, 0.337, -0.983], [-4.001, 0.446, -1.268], [2.504, -3.988, 4.032], [-4.245, -1.522, -4.112], [-2.204, -0.090, 5.530], [7.259, -1.596, -1.328], [-0.812, 3.432, -0.354], [-4.612, -1.085, -3.184], [-0.222, -2.816, -2.332], [-0.986, 5.269, -2.275], [6.893, 2.386, 0.235], [0.293, 1.112, -5.110], [1.404, -4.833, 1.948], [1.051, -3.178, 0.040], [-2.278, -0.807, -2.574], [-2.935, -2.647, -1.098], [0.787, 5.977, -3.845], [2.698, -2.000, 3.302], [3.031, 4.919, -3.705], [6.677, -0.721, -1.072], [-1.257, -3.567, 1.020], [-4.174, 0.776, 4.444], [-0.042, 0.834, 2.021], [-1.333, -4.712, -0.344], [-3.839, 1.664, 2.518], [2.616, -0.180, -4.411], [3.476, 3.176, -2.006], [1.524, -2.948, 0.989], [2.540, -0.350, -1.874], [1.830, 0.053, -2.473], [-0.092, 0.058, 4.546], [-5.520, -0.519, -3.398], [-3.398, 1.176, 3.377], [0.807, 0.805, 0.253], [-3.914, -2.897, 1.093], [-2.186, -5.066, 1.171], [-4.156, -3.613, 1.881]], "orbital_gap_ev": 7.34, "multiplicity": 1, "homo_ev": -7.742}

---

#x
{"formula": "C33H37N6O6PS3Ti", "method": "wB97M-V/def2-TZVPD", "species": ["H", "H", "H", "H", "C", "C", "H", "H", "H", "H", "H", "C", "C", "H", "N", "C", "H", "H", "H", "C", "C", "C", "H", "O", "C", "S", "H", "C", "Ti", "C", "H", "H", "C", "N", "H", "C", "H", "N", "N", "C", "C", "C", "H", "H", "H", "H", "C", "C", "C", "C", "H", "H", "H", "H", "P", "H", "C", "H", "O", "C", "C", "C", "O", "H", "H", "C", "H", "C", "H", "S", "O", "O", "C", "N", "C", "O", "C", "H", "C", "H", "S", "C", "C", "H", "H", "N", "C"], "positions_angstrom": [[0.077, 5.420, 3.023], [3.562, -3.020, 3.567], [-3.655, -1.124, -7.854], [2.147, -2.889, 1.521], [-2.992, -3.262, 2.621], [3.975, -0.265, 0.990], [-3.971, -3.647, 2.358], [-3.339, 3.245, -2.647], [2.916, 4.056, 3.013], [-3.767, -2.772, 0.114], [0.498, -1.846, 3.508], [0.533, 4.795, 0.376], [-1.634, -0.877, -5.163], [4.470, -2.765, -4.529], [-1.764, 0.923, -0.954], [2.925, -2.154, 1.708], [1.644, -4.395, -1.712], [-1.682, 5.592, 2.922], [-1.237, 1.490, -2.890], [3.247, -1.409, -3.441], [-0.749, 5.684, 2.365], [-2.506, -1.327, -4.169], [-0.634, -0.587, -4.864], [-1.233, 3.464, 1.507], [3.135, -3.789, -3.175], [1.672, 0.274, -1.939], [-1.570, 5.133, 0.471], [3.692, -2.655, -3.786], [-0.258, -0.700, -0.597], [-2.031, -0.800, -6.482], [3.458, -4.788, -3.422], [2.602, 0.693, 4.622], [4.812, -0.246, 2.097], [-2.163, -1.769, -0.616], [-2.688, 1.039, 0.863], [2.958, 2.971, 3.118], [-4.292, 2.726, -0.112], [1.730, -2.366, -1.924], [-2.752, 1.296, -0.130], [-3.481, 2.284, -0.666], [-1.902, 1.650, -2.057], [-3.328, -1.180, -6.822], [-0.779, -3.180, 5.166], [1.806, 0.433, 3.061], [5.547, 0.540, 2.210], [-1.345, -0.451, -7.241], [-1.008, -2.022, 2.001], [4.677, -1.248, 3.045], [1.716, 2.459, 3.825], [-0.777, 4.790, 1.139], [3.046, 2.521, 2.129], [0.484, 4.148, -0.498], [-3.022, -4.058, 4.604], [-4.292, -2.136, -2.742], [-0.420, 2.223, 2.091], [4.031, 0.511, 0.232], [-2.271, -2.531, 1.668], [-5.219, -1.922, -6.108], [0.544, 2.968, 3.131], [1.729, 0.953, 4.018], [-2.976, 2.537, -1.922], [-2.027, -1.375, -2.777], [-0.334, -1.301, 1.125], [-0.633, 6.724, 2.053], [3.845, 2.714, 3.702], [-0.468, -2.268, 3.266], [3.656, -0.517, -3.893], [3.709, -2.222, 2.851], [0.741, 5.817, 0.051], [-1.734, 1.049, 2.951], [0.816, -2.289, -0.958], [-0.828, -0.979, -2.527], [2.155, -3.609, -2.246], [3.052, -1.201, 0.790], [2.233, -1.236, -2.476], [-4.716, -2.144, -3.632], [-2.461, -3.496, 3.869], [1.643, 2.935, 4.804], [-1.195, -2.998, 4.183], [1.359, 4.458, 1.004], [0.784, 1.433, 0.658], [-4.209, -1.626, -5.858], [-2.791, -2.352, 0.343], [0.830, 0.616, 4.530], [5.310, -1.266, 3.924], [-2.825, -1.802, -1.835], [-3.812, -1.706, -4.522]], "orbital_gap_ev": 7.27, "multiplicity": 1, "homo_ev": -7.734}

---

Most stable of them? #x.

---

#w
{"formula": "C6H11ClN4O2", "method": "wB97M-V/def2-TZVPD", "species": ["C", "O", "H", "H", "C", "Cl", "H", "N", "H", "H", "H", "N", "C", "H", "H", "C", "N", "C", "H", "H", "C", "O", "N", "H"], "positions_angstrom": [[1.550, 1.289, 1.435], [-3.117, -0.844, -1.232], [1.619, 2.442, 3.052], [-0.506, 2.119, 1.751], [0.191, 1.753, 0.999], [-2.889, 1.973, -0.456], [-3.409, -1.922, -2.881], [2.193, 0.249, 0.884], [3.178, 0.166, 1.205], [-4.487, -2.359, -1.563], [-2.738, -2.864, -1.473], [-0.508, 0.764, 0.216], [-1.657, 0.828, -0.290], [3.677, -0.972, -0.567], [2.959, 1.547, 2.810], [1.814, -0.637, -0.101], [2.120, 1.935, 2.428], [-1.890, -0.606, -0.957], [0.294, 2.684, 0.300], [0.829, -0.979, -0.433], [-3.513, -2.063, -1.821], [-0.922, -1.277, -1.048], [2.730, -1.299, -0.746], [2.483, -1.928, -1.512]], "orbital_gap_ev": 8.00, "multiplicity": 1, "homo_ev": -17.071, "smiles": "COC(=O)/C(Cl)=N/CC(=[NH2+])NC=[NH2+]", "total_charge": 2}

---

#x
{"formula": "C6H11ClN4O2", "method": "wB97M-V/def2-TZVPD", "species": ["N", "O", "C", "N", "H", "C", "N", "H", "H", "H", "C", "Cl", "O", "H", "C", "C", "H", "C", "H", "H", "H", "H", "N", "H"], "positions_angstrom": [[-0.393, 0.929, 1.906], [-0.596, -0.959, -2.829], [0.744, 1.585, 1.547], [0.861, 0.665, -0.775], [-1.735, -2.611, -2.945], [-0.964, -2.086, -3.621], [-1.888, -0.745, 1.696], [-0.763, 1.039, 2.929], [2.497, 1.368, 0.256], [1.183, 2.540, 3.397], [-0.992, -0.028, 1.168], [-1.456, 1.685, -1.196], [-1.483, -1.845, -0.901], [-2.155, -0.668, 2.728], [1.372, 1.573, 0.163], [-0.918, -0.992, -1.548], [-0.049, -2.590, -3.850], [-0.434, 0.316, -0.856], [2.333, 2.680, 2.327], [-1.484, -1.606, -4.486], [-2.226, -1.562, 1.160], [1.556, -0.138, -0.773], [1.438, 2.224, 2.460], [1.288, 2.583, -0.094]], "orbital_gap_ev": 9.51, "multiplicity": 1, "homo_ev": -17.910, "smiles": "CO/C([O-])=C(\\Cl)NCC(=[NH2+])[NH+]=C=[NH2+]", "total_charge": 2}

---

Most stable of them? #w.

---

#w
{"formula": "C2H6O3", "method": "wB97M-V/def2-TZVPD", "species": ["O", "C", "H", "H", "O", "H", "H", "H", "O", "H", "C"], "positions_angstrom": [[-0.426, -1.465, 3.546], [-0.500, -1.414, 2.358], [-1.367, -1.875, 1.859], [-0.409, 0.415, -2.481], [0.823, 2.033, -1.914], [1.055, -1.532, 1.386], [0.702, 0.191, -1.126], [0.426, 2.444, -2.685], [0.425, -0.822, 1.545], [-0.754, 1.130, -0.881], [0.026, 0.894, -1.606]], "orbital_gap_ev": 11.07, "multiplicity": 1, "homo_ev": -10.428, "smiles": "O=CO.CO"}

---

#x
{"formula": "C2H6O3", "method": "wB97M-V/def2-TZVPD", "species": ["O", "C", "H", "O", "H", "H", "C", "O", "H", "H", "H"], "positions_angstrom": [[0.254, -0.226, -1.137], [-0.991, 0.606, -1.176], [2.373, -1.319, 0.738], [-1.017, 0.171, 2.042], [-1.724, 0.481, -0.378], [-0.715, 1.663, -1.217], [1.014, -0.349, -0.113], [2.046, -1.133, -0.177], [-0.534, -0.422, 2.752], [-1.435, 0.297, -2.127], [0.730, 0.230, 0.794]], "orbital_gap_ev": [6.59, 6.59], "multiplicity": 1, "homo_ev": [-7.056, -7.057]}

---

Most stable of them? #w.